Here is a 10-piece molecular cluster, C54H62B2BrN9O6 overall in a non-equilibrium geometry from the Open Molecules 2025 dataset. Energies are from the ωB97M-V functional and the def2-TZVPD basis.

```
134
Properties=species:S:1:pos:R:3:forces:R:3
Br -1.572 0.185 -0.205 -1.022 0.530 0.108
O -4.500 -2.196 -2.340 -0.553 0.116 -2.192
O 1.747 0.759 1.238 -0.482 -0.826 -0.908
O 1.979 -1.915 -1.808 -1.995 0.135 -1.122
O -0.289 -1.492 -2.830 1.147 0.272 -0.179
O -6.527 -1.801 -3.347 3.336 0.490 -0.284
O 1.885 0.996 -1.043 -1.892 -2.058 3.186
N 6.095 2.783 1.001 0.158 0.711 0.198
N -3.185 -2.401 -6.946 0.539 -0.230 -0.582
N -5.353 -6.602 -6.141 -0.597 -0.207 -0.181
N -4.529 -10.994 1.920 0.231 0.350 0.344
N 4.415 14.236 0.288 0.189 0.471 -0.464
N 3.197 -0.276 5.311 0.689 0.303 0.025
N 3.251 2.352 10.028 0.175 0.412 -0.363
N -5.774 -6.702 0.502 -0.730 -0.303 -0.145
N 6.286 8.907 1.442 0.233 0.766 -0.048
C -5.293 -1.613 -3.343 -1.804 -0.167 0.188
C 5.462 0.496 5.575 -0.017 -0.035 0.023
C 8.091 10.473 1.163 -0.090 0.103 -0.007
C 4.377 0.700 3.451 0.405 0.174 -0.017
C -7.700 -6.580 -5.611 -0.054 -0.142 -0.136
C 5.439 9.947 1.421 0.241 -0.525 0.024
C -4.446 -8.742 2.765 0.092 -0.017 0.169
C -7.315 -8.023 -0.793 -0.096 0.056 0.060
C 4.297 -0.081 6.055 -0.383 -0.137 -0.297
C 7.590 9.190 1.312 -0.448 -0.296 0.059
C 4.911 3.411 1.094 0.011 -0.685 -0.113
C -6.390 -6.180 -5.401 0.570 0.029 -0.068
C 4.754 14.750 -2.038 0.033 0.146 0.035
C -3.491 -4.282 -1.343 0.202 0.660 -0.237
C 3.632 3.604 10.321 -0.152 -0.477 -0.019
C -4.999 -9.738 1.977 0.070 -0.534 -0.081
C -2.740 -3.098 -0.530 0.926 -0.980 -1.367
C 3.991 4.161 8.036 0.013 0.025 -0.058
C -3.344 -9.060 3.545 0.016 0.066 0.073
C 1.355 0.376 0.083 2.261 3.022 -2.442
C 4.006 4.539 9.371 -0.001 -0.061 -0.054
C -1.228 -1.928 -8.261 -0.003 -0.138 -0.052
C 5.155 16.426 -0.380 -0.003 -0.044 -0.106
C 4.404 13.892 -1.008 -0.074 -0.080 0.514
C -2.030 -4.175 -8.089 0.115 0.147 -0.082
C -2.277 -1.547 -7.440 -0.423 -0.177 0.284
C 5.838 11.266 1.272 0.030 0.032 0.008
C -6.904 -7.916 -7.428 -0.076 0.032 0.067
C -3.462 -11.274 2.682 -0.392 0.009 -0.323
C 4.777 4.777 1.295 0.348 0.104 0.021
C -1.105 -3.270 -8.589 0.032 -0.025 -0.046
C 3.243 2.012 8.729 -0.070 -0.043 0.567
C -4.548 -0.706 -4.429 -0.131 -0.385 1.231
C -6.044 -7.553 -0.500 0.323 0.424 0.315
C 5.136 16.043 -1.713 0.021 0.044 -0.072
C 5.930 5.540 1.411 -0.151 0.189 0.072
C -7.958 -7.465 -6.647 -0.074 -0.012 0.010
C 0.344 -1.946 0.983 -0.542 -1.068 0.916
C -8.371 -7.594 -0.003 -0.089 -0.038 -0.012
C -3.045 -3.692 -7.279 -0.299 0.341 0.274
C 7.193 11.530 1.142 0.036 0.052 -0.015
C 7.166 4.915 1.320 -0.086 -0.056 -0.019
C -2.839 -10.351 3.507 -0.062 0.066 -0.022
C -1.015 -2.624 1.477 0.886 -1.405 0.263
C 3.603 2.872 7.704 0.025 0.175 -0.073
C -8.120 -6.716 1.040 -0.036 -0.095 -0.086
C -5.629 -7.459 -7.135 0.235 0.321 0.341
C 7.193 3.545 1.115 -0.386 -0.347 -0.065
C -1.622 -3.702 0.427 -1.410 0.304 1.443
C 5.498 0.892 4.243 -0.002 0.032 -0.059
C 3.259 0.119 4.027 -0.764 -0.393 0.356
C -6.814 -6.301 1.248 0.531 -0.040 -0.211
C -4.480 -3.656 -2.464 0.032 -0.768 0.887
C 4.791 15.491 0.576 -0.165 -0.494 0.056
B 0.196 -0.792 -0.177 1.898 -0.503 0.657
B 0.604 -1.434 -1.686 1.119 0.213 -0.468
H 0.990 -2.790 0.534 -0.836 0.996 0.747
H 6.319 0.632 6.224 -0.028 -0.015 0.028
H -3.102 -12.296 2.615 0.044 0.026 0.040
H -7.069 -8.607 -8.245 0.036 0.024 0.024
H -0.742 -3.259 2.403 -0.412 0.801 -1.106
H 2.205 -2.012 -2.757 -0.206 -0.006 0.699
H 5.108 12.066 1.260 0.031 -0.023 0.011
H -0.080 -0.802 -3.489 -0.035 -0.469 0.568
H 5.416 16.745 -2.490 -0.013 -0.038 0.041
H 4.368 0.995 2.410 -0.185 -0.127 0.021
H 6.391 1.347 3.829 -0.052 -0.008 -0.029
H -0.524 -1.194 -8.633 -0.030 -0.011 0.061
H 4.221 -0.410 7.088 0.105 -0.003 0.026
H -4.064 -3.943 -3.488 -0.777 0.456 1.138
H 4.728 14.416 -3.067 -0.013 -0.020 0.061
H -9.380 -7.940 -0.199 0.046 0.019 0.009
H -2.196 -2.494 -1.335 -0.945 -0.439 1.298
H -2.717 -4.908 -1.913 -0.948 0.898 0.907
H 4.094 12.872 -1.212 0.039 0.028 -0.053
H -3.553 -0.361 -3.989 -1.313 -0.518 -0.646
H -1.981 -10.635 4.103 -0.022 -0.004 -0.047
H -8.970 -7.801 -6.843 0.047 0.018 0.006
H 3.797 5.231 1.360 0.008 -0.099 -0.020
H -6.569 -5.611 2.050 -0.053 0.012 -0.013
H -3.795 -4.360 -6.866 0.075 -0.072 -0.015
H 0.907 -1.608 1.920 -0.740 -0.070 -1.210
H 4.036 2.771 1.000 -0.105 0.020 -0.100
H -5.864 -9.539 1.352 0.031 0.067 0.048
H -3.506 -2.441 -0.007 1.200 -0.862 -0.531
H 4.278 4.864 7.262 -0.026 -0.055 0.021
H -0.296 -3.608 -9.228 -0.025 0.020 0.045
H 2.358 -0.047 3.443 0.120 0.155 -0.267
H 9.156 10.642 1.065 -0.034 -0.045 0.003
H -4.772 -7.785 -7.716 -0.054 -0.025 -0.029
H 7.545 12.549 1.026 -0.036 -0.034 0.001
H -4.030 -4.989 -0.632 0.457 0.965 -0.903
H -5.564 -3.987 -2.314 1.467 0.126 -0.415
H -8.497 -6.208 -4.980 0.073 0.027 -0.007
H 5.447 17.427 -0.089 -0.013 -0.050 0.018
H 5.866 6.612 1.570 0.029 -0.113 -0.036
H 8.136 3.011 1.033 0.039 0.047 0.012
H 8.253 8.330 1.331 0.024 0.043 -0.008
H 3.632 3.851 11.378 0.015 0.061 -0.019
H -6.138 -5.486 -4.606 -0.067 0.006 -0.007
H -0.811 -4.283 -0.119 -0.910 1.024 0.444
H -4.865 -7.745 2.770 0.063 -0.059 -0.082
H -4.377 -1.343 -5.363 -0.246 0.902 1.312
H 8.087 5.479 1.406 0.009 -0.032 -0.002
H 3.579 2.542 6.673 -0.020 -0.044 0.063
H -2.883 -8.308 4.177 -0.019 -0.026 -0.064
H 4.793 15.742 1.631 0.014 0.051 -0.034
H -5.220 0.186 -4.640 0.831 -1.214 0.153
H -2.158 -4.478 1.094 0.651 0.814 -0.944
H -1.965 -5.230 -8.323 -0.025 0.031 0.055
H -8.920 -6.360 1.677 0.053 0.015 -0.017
H -1.806 -1.891 1.849 0.996 -0.811 -0.867
H -2.413 -0.510 -7.152 0.067 -0.008 -0.001
H 4.390 9.690 1.529 0.009 0.055 -0.011
H -7.474 -8.708 -1.616 0.046 0.026 0.021
H 2.929 0.995 8.520 0.005 0.074 -0.101
H 4.303 5.538 9.666 -0.012 -0.037 0.019
H -5.185 -7.863 -1.087 -0.042 -0.001 -0.015
```
Forces are in eV/Å.

Values from the calculation:
Multiplicity ... 1
Energy above the lowest of the compared OMol25 structures with the same formula, charge and spin ... 54.2 kcal per mole
E_tot ... -154094.4753 eV
Charge ... -2
HOMO level ... -0.2415 eV